A structure of composition C9H29LiN4O9 in a non-equilibrium geometry. Source: the Open Molecules 2025 dataset; level of theory: ωB97M-V/def2-TZVPD.

Cartesian coordinates (Å):
Li: -1.472551 -0.923294 1.201326
C: 0.071933 0.373039 -0.766724
O: -0.745593 0.753066 0.321496
H: 1.025129 0.903099 -0.833113
H: 0.391885 -0.684317 -0.617495
H: -0.546990 0.242191 -1.665702
C: 0.423404 1.193972 3.296543
C: 0.692901 1.378175 4.763814
O: 1.879716 0.725399 5.183853
O: -0.719457 1.955181 2.881389
H: 0.209686 0.153303 3.031960
H: 1.219792 1.485360 2.601732
H: -0.138307 0.887320 5.271468
H: 0.607352 2.450841 4.956724
H: 2.606582 1.250655 4.828475
H: -0.902687 1.673119 1.968225
C: -1.319299 -2.786510 -2.528765
C: 0.108338 -2.998249 -3.015182
O: 0.218605 -4.126836 -3.867733
O: -1.726771 -3.850866 -1.638935
H: -2.099598 -2.703926 -3.288668
H: -1.391624 -1.770914 -2.117217
H: 0.686528 -3.083477 -2.088802
H: 0.356512 -2.028649 -3.465320
H: 0.033900 -3.691380 -4.710779
H: -0.999271 -4.175811 -1.098824
C: -4.094253 0.125809 -0.587105
C: -4.117596 -1.402609 -0.506873
O: -2.905179 -1.868798 0.095932
O: -3.177489 0.640870 -1.532183
H: -3.774965 0.592748 0.358046
H: -5.101153 0.531565 -0.698690
H: -4.085879 -1.887064 -1.484720
H: -4.975044 -1.585170 0.150689
H: -2.806674 -2.785811 -0.209059
H: -2.303937 0.560593 -1.113017
C: 1.008502 4.460996 0.116755
O: 1.415600 5.612368 0.203893
N: 1.830595 3.372184 0.017951
N: -0.273347 4.017398 0.170004
H: 1.419709 2.514714 0.339601
H: 2.823376 3.500039 0.088847
H: -1.054141 4.621981 0.335188
H: -0.402190 3.018259 0.121412
C: 4.304072 -0.757167 -0.126677
O: 4.992772 -0.734895 0.883575
N: 3.188442 -1.540210 -0.220491
N: 4.656333 -0.125010 -1.278613
H: 2.619271 -1.710648 -1.030191
H: 2.766945 -1.962903 0.586126
H: 4.011810 -0.110005 -2.043371
H: 5.564319 0.300279 -1.240789

Cartesian forces, eV/Å:
Li -0.06 0.98 -0.85
C -0.84 -1.69 1.39
O -0.20 -0.57 0.07
H -0.31 0.41 -0.62
H 0.30 -0.09 0.01
H 0.64 0.88 -0.57
C -0.72 0.14 -1.97
C -0.81 -0.37 -0.33
O -0.08 0.68 -0.19
O -0.10 -0.19 0.74
H 0.27 -0.41 0.41
H 0.60 0.01 0.58
H 0.09 0.11 0.30
H 0.46 0.01 0.35
H 0.14 -0.22 0.11
H 0.25 0.12 -0.15
C -0.12 -0.10 0.33
C -1.53 0.56 0.61
O 0.35 1.25 -0.05
O -0.60 0.71 0.00
H 0.31 -0.69 -0.42
H 0.23 -0.29 0.83
H 0.43 -0.40 -0.31
H 0.53 -0.31 -0.34
H 0.08 -0.87 -0.29
H 0.24 0.15 -0.27
C 0.96 0.38 0.34
C 0.16 1.39 0.35
O 0.48 -0.27 0.86
O -0.27 -0.44 -0.42
H -0.19 -0.68 0.43
H 0.03 -0.16 -0.73
H -0.99 0.31 -0.06
H 0.00 -0.81 -0.36
H 0.40 0.11 -0.01
H -0.09 0.41 0.18
C 0.25 0.58 0.77
O -0.51 -0.47 -0.37
N 0.65 -0.45 -0.35
N -0.40 0.21 -0.25
H 0.45 -0.23 0.05
H -0.05 0.07 0.16
H 0.12 0.12 0.02
H -0.61 0.05 0.04
C 0.71 -0.82 0.49
O -0.42 0.32 -0.30
N -1.32 -0.60 0.05
N -0.21 -0.15 0.55
H 0.43 0.49 -0.40
H 0.61 0.23 0.43
H 0.37 0.32 -0.34
H -0.14 0.25 -0.48

Calculated values
Gap between HOMO and LUMO (eV): 8.271
Relative energy (zero: lowest compared OMol25 entry of this formula, charge and spin) (kcal per mole): 30.2
2S+1: 1
DFT total energy (Eh): -1264.03797

A structure of composition C9H30O9 in a non-equilibrium geometry. Source: the Open Molecules 2025 dataset; level of theory: ωB97M-V/def2-TZVPD.

Cartesian coordinates (Å):
C: 1.175411 -1.886019 -0.777681
O: 2.237831 -1.247629 -1.432301
H: 1.344191 -1.847699 0.298489
H: 0.306601 -1.340469 -1.145981
H: 1.301951 -2.911429 -1.124971
H: 3.068151 -1.671319 -1.202851
C: -0.054799 3.396291 2.550899
O: 1.243131 2.902821 2.618569
H: -0.145099 4.285171 1.926529
H: -0.625229 2.594251 2.082459
H: -0.499159 3.536871 3.536239
H: 1.484671 2.470251 1.796289
C: 1.912391 3.411351 0.132759
O: 2.211641 2.307081 1.032069
H: 0.849421 3.594611 -0.024121
H: 2.349851 4.380541 0.372369
H: 2.203871 3.019481 -0.841701
H: 1.778461 1.546341 0.638069
C: -0.316979 0.962301 0.151779
O: 0.760731 1.481631 -0.649301
H: -0.503669 1.407001 1.129269
H: -1.170439 1.328091 -0.419101
H: -0.467149 -0.117179 0.168309
H: 0.689551 1.099851 -1.527241
C: -0.250439 1.663241 -2.899091
O: -0.019489 0.451861 -2.268511
H: 0.685241 2.171001 -2.665041
H: -0.425689 1.595451 -3.972771
H: -1.121199 2.142741 -2.451931
H: -0.815889 -0.078039 -2.349441
C: -2.112109 1.152281 2.552359
O: -3.274879 0.835591 3.180179
H: -2.129079 2.208541 2.283799
H: -1.368289 1.084651 3.346249
H: -1.974789 0.568181 1.642379
H: -3.182069 -0.066729 3.494509
C: 0.246871 -5.476009 -2.373511
O: -0.435339 -4.282899 -2.005951
C: -0.602729 -3.983019 -0.775471
O: -0.664399 -4.782409 0.159179
O: -0.867619 -2.649059 -0.653521
C: -1.048469 -2.097779 0.649629
H: -0.126319 -6.318009 -1.790521
H: 1.297641 -5.302539 -2.141341
H: 0.180961 -5.746249 -3.427421
H: -1.791909 -2.536009 1.315469
H: -1.221809 -1.021829 0.669039
H: -0.113549 -2.235169 1.192899

Cartesian forces, eV/Å:
C 2.76 0.82 -1.19
O 1.48 1.15 -0.45
H -0.28 0.14 -0.07
H 1.16 -0.49 0.34
H -0.83 -0.14 0.17
H 0.08 0.06 0.03
C 0.32 -1.07 0.02
O -4.04 3.67 7.99
H -0.11 0.48 0.09
H -0.03 1.20 0.09
H -0.07 0.34 0.14
H -0.96 -0.13 1.35
C 0.29 -0.38 -1.24
O 5.80 -0.65 -7.04
H -0.05 -0.13 0.69
H 0.61 -0.61 0.58
H 0.53 0.84 -0.04
H 0.49 -0.49 -1.47
C -0.73 1.12 -2.26
O 0.81 0.57 5.22
H 1.52 -0.16 -0.57
H -0.95 -0.09 0.30
H 1.45 1.28 -0.20
H 1.14 -0.79 2.23
C -0.34 1.42 -1.35
O -3.11 -4.28 -5.24
H -0.52 1.00 -0.84
H 0.23 -0.19 -0.05
H 0.15 0.46 0.08
H 0.06 -0.45 0.08
C 0.44 0.80 0.33
O -2.62 -0.85 0.74
H -0.66 -0.36 -0.07
H 1.11 -0.25 -0.75
H 0.15 -0.18 0.36
H -0.32 -0.01 0.17
C 0.64 -0.83 0.89
O 0.11 0.61 -3.03
C -2.01 -0.92 4.13
O 0.72 1.51 -1.31
O -2.96 -1.67 0.22
C 0.19 -1.08 1.93
H 0.05 0.10 0.08
H 0.07 -0.27 0.01
H -0.51 0.79 0.03
H -0.40 -0.56 -0.73
H -0.65 -1.30 -0.60
H -0.25 -0.03 0.19

Calculated values
Gap between HOMO and LUMO (eV): 8.440
Relative energy (zero: lowest compared OMol25 entry of this formula, charge and spin) (kcal per mole): 218.8
2S+1: 1
DFT total energy (Eh): -1037.61487

A cluster of 8 separate species, C9H32ClO11 in total. Source: the Open Molecules 2025 dataset; level of theory: ωB97M-V/def2-TZVPD.

Cartesian coordinates (Å):
Cl: 15.339435 3.539806 6.313087
O: 15.154873 4.833574 6.931317
O: 14.075532 3.132978 5.712384
O: 16.301645 3.612502 5.232937
O: 15.778654 2.592082 7.296535
C: 18.111867 5.502802 3.333912
C: 17.274563 6.755668 3.093903
C: 15.798669 6.557897 3.397703
O: 17.783086 7.884197 3.828282
H: 17.587680 4.635667 2.917512
H: 18.172188 5.241512 4.396819
H: 19.108648 5.546999 2.894079
H: 17.375897 6.973837 2.020482
H: 15.625876 6.257763 4.429131
H: 15.367476 5.816862 2.721564
H: 15.291994 7.501584 3.171532
H: 18.417215 7.538012 4.462819
C: 15.245385 -0.239651 5.278319
O: 14.067681 0.073275 6.006240
H: 15.174770 0.101003 4.236519
H: 16.112255 0.296718 5.684581
H: 15.388678 -1.312911 5.349008
H: 14.083049 1.023188 6.178184
C: 12.510962 5.339770 9.462233
O: 13.752694 4.688349 9.451640
H: 12.610573 6.431141 9.553947
H: 11.932421 5.155640 8.547209
H: 11.951043 4.947842 10.310400
H: 14.169075 4.796191 8.584892
C: 13.591036 2.352759 2.520057
O: 14.942603 2.661385 2.733357
H: 13.349080 2.573689 1.478764
H: 13.362293 1.292743 2.706087
H: 12.924659 2.935889 3.167173
H: 15.068344 2.799588 3.681113
C: 10.659500 2.792306 6.020531
O: 9.575771 2.670438 6.924763
H: 11.291628 1.909690 6.076018
H: 10.338397 2.899152 4.976312
H: 11.291286 3.659028 6.244819
H: 8.894117 3.290913 6.658072
C: 20.178039 3.738456 5.713373
O: 19.040584 4.258483 6.388535
H: 20.723570 4.588308 5.307222
H: 20.822244 3.161424 6.382722
H: 19.878575 3.109303 4.868173
H: 18.413758 3.549658 6.567891
C: 17.814029 4.616998 9.757951
O: 18.494945 3.783959 10.705040
H: 18.405678 5.510919 9.534284
H: 17.705231 4.109602 8.805687
H: 16.825949 4.865214 10.147293
H: 18.611136 4.306710 11.501651

Cartesian forces, eV/Å:
Cl -0.36 0.18 -0.65
O 0.21 0.08 -0.07
O 0.02 -0.34 0.37
O 0.17 0.14 0.33
O -0.02 -0.16 0.02
C -0.58 -0.50 0.35
C 0.33 -0.44 -0.22
C 0.04 0.32 -0.41
O 0.05 -0.19 -0.24
H 0.09 0.13 -0.22
H 0.11 0.32 -0.01
H 0.03 0.20 0.02
H -0.07 0.33 0.16
H -0.01 0.02 0.04
H 0.09 -0.18 0.13
H -0.05 -0.04 0.30
H -0.07 0.03 0.08
C -0.04 0.81 0.07
O 0.05 -0.09 -0.04
H -0.11 -0.34 -0.05
H 0.00 -0.29 0.16
H 0.12 -0.09 -0.16
H -0.09 0.06 -0.01
C -0.12 0.14 -0.30
O 0.16 -0.04 0.10
H 0.00 -0.07 0.15
H 0.01 -0.12 0.10
H -0.09 0.12 0.02
H 0.08 -0.03 -0.04
C -0.46 -0.15 0.08
O 0.14 0.00 0.00
H 0.01 0.01 0.00
H 0.11 0.05 -0.03
H 0.09 0.04 -0.09
H 0.16 0.10 0.03
C 0.50 0.39 -0.44
O -0.19 -0.16 0.00
H -0.11 -0.09 0.18
H -0.14 -0.11 0.12
H -0.04 -0.08 0.10
H 0.03 0.04 0.05
C -0.55 -0.05 -0.03
O 0.42 0.07 0.11
H 0.10 0.02 0.10
H 0.06 0.04 -0.02
H 0.06 -0.03 0.03
H -0.07 0.00 -0.18
C 0.14 0.18 0.19
O 0.09 -0.06 -0.30
H -0.16 0.11 0.16
H -0.04 -0.39 0.18
H -0.06 0.19 -0.23
H -0.02 -0.04 0.01

Calculated values
Gap between HOMO and LUMO (eV): 9.970
Net charge: -1
Relative energy (zero: lowest compared OMol25 entry of this formula, charge and spin) (kcal per mole): 68.0
2S+1: 1
DFT total energy (Eh): -1649.67185

A cluster of 7 separate species, C9H32N8O7 in total in a non-equilibrium geometry. Source: the Open Molecules 2025 dataset; level of theory: ωB97M-V/def2-TZVPD.

Cartesian coordinates (Å):
C: 1.363839 3.367422 -2.869116
C: 0.745529 4.035646 -1.656386
O: 1.856288 4.532219 -0.885588
H: 0.593841 2.790244 -3.302219
H: 2.181500 2.591147 -2.603157
H: 1.702904 4.121546 -3.519330
H: 0.221381 3.331157 -0.959231
H: 0.049106 4.832871 -1.837121
H: 2.374438 3.809197 -0.658184
C: -3.453049 -2.384709 1.632090
C: -2.722962 -1.833920 2.827472
O: -1.567185 -2.606011 3.051653
H: -4.312662 -1.782924 1.400987
H: -3.788066 -3.406215 1.726671
H: -2.819434 -2.503037 0.797373
H: -3.417424 -1.762788 3.680927
H: -2.486777 -0.774925 2.633918
H: -1.754974 -3.393444 3.570298
C: -0.295732 -4.020723 -0.054443
O: -0.701782 -2.931409 -0.806770
N: 0.124464 -5.114273 -0.541955
N: 0.032877 -3.926088 1.193371
H: -0.063276 -5.241648 -1.577813
H: 0.629920 -5.857580 -0.029060
H: -0.338028 -3.134107 1.739405
H: 0.230651 -4.687015 1.840036
C: 2.117662 1.257670 0.873299
O: 3.398106 0.676652 0.875439
N: 1.045443 0.533376 0.504145
N: 1.829077 2.431788 1.352313
H: 1.258030 -0.233196 -0.162298
H: 0.122279 0.861539 0.492355
H: 2.599720 3.077027 1.246884
H: 0.828030 2.836374 1.355348
C: 2.272635 -0.990590 -2.005197
O: 1.887468 -0.598187 -3.246040
N: 3.557543 -0.891817 -1.773580
N: 1.589294 -1.575998 -1.062515
H: 4.083604 -0.290994 -2.404196
H: 4.037342 -1.045751 -0.897794
H: 0.665889 -1.735892 -1.168276
H: 2.117507 -2.140447 -0.319649
C: -1.373253 2.743144 0.989398
O: -2.016659 3.201867 -0.187420
N: -1.441816 1.466263 1.331703
N: -0.550656 3.440043 1.697774
H: -1.922503 0.775651 0.638127
H: -1.006624 1.108287 2.176423
H: -0.368166 4.496093 1.416412
H: -0.560271 3.380378 2.773332
C: -1.371058 0.141408 -1.773702
O: -1.908257 -0.538403 -0.629920
H: -1.181194 -0.650406 -2.494418
H: -0.458436 0.768454 -1.568918
H: -2.173927 0.815745 -2.268081
H: -1.462192 -1.370710 -0.554776

Cartesian forces, eV/Å:
C 0.05 -1.53 1.63
C 1.47 -1.76 1.71
O -1.60 3.15 -0.14
H -0.82 -0.70 -1.11
H -1.17 1.49 -0.25
H 0.71 0.67 -0.99
H 0.11 0.26 -1.13
H -0.04 0.48 -0.35
H 1.40 -2.04 0.40
C -0.55 -0.32 0.36
C -1.35 0.34 -0.34
O 0.84 0.36 0.74
H -0.34 0.34 -0.36
H -0.41 -0.45 0.84
H 0.86 0.64 -1.14
H 0.46 -0.43 0.12
H 0.59 -0.50 0.00
H -0.32 0.15 0.03
C -0.74 6.77 -2.62
O 0.76 -5.30 3.23
N 0.37 -4.91 -5.58
N -0.48 2.43 4.93
H 0.57 -0.04 1.96
H -0.78 1.07 -0.60
H 0.17 -0.30 -0.56
H -0.04 -0.10 -0.94
C 4.78 -5.01 -0.09
O -5.93 3.10 -0.44
N 1.89 -1.93 -0.89
N 0.18 2.93 0.54
H -0.24 0.68 1.20
H -0.70 0.84 -0.10
H -0.08 0.12 0.72
H 2.34 -0.84 -0.26
C 0.23 1.82 -7.76
O 0.24 -1.42 5.67
N 3.44 0.80 -0.01
N 2.80 -1.85 2.91
H -0.47 -0.47 0.09
H -0.67 0.23 0.25
H -3.48 -1.26 -0.57
H -1.32 1.40 -1.64
C -5.86 0.08 -8.28
O 3.60 -2.20 6.43
N -2.14 -2.08 -0.87
N 2.14 7.07 4.16
H 0.86 1.09 1.45
H -0.09 0.13 -0.38
H -0.96 -2.99 0.45
H -0.02 -0.25 -2.38
C -1.04 0.77 -1.12
O -0.63 2.24 0.22
H 0.56 0.27 -0.34
H -0.87 -0.71 -0.16
H 1.25 -1.00 1.20
H 0.49 -1.31 0.12

Calculated values
Gap between HOMO and LUMO (eV): 8.447
SMILES string: NC(N)=O.NC(N)=O.NC(N)=O.NC(N)=O.CCO.CCO.CO
Relative energy (zero: lowest compared OMol25 entry of this formula, charge and spin) (kcal per mole): 86.6
2S+1: 1
DFT total energy (Eh): -1326.75244

Number 3 is which compound? C9H32ClO11

Which of these has the lowest DFT total energy? C9H32ClO11